1.
DFT (ωB97M-V with the def2-TZVPD basis set) results for 2 unconnected molecules or ions with the total composition C5H15N3O.

Calculated values
**ΔE to the lowest compared entry with this formula, charge and spin**: 55.8 kcal/mol
**HOMO**: -8.595 eV
**Energy**: -438.94607 hartree
**E_LUMO**: 0.8 eV
**Multiplicity**: 1
**Charge**: 0

Bonds (Å) are listed after each position.
Atoms and positions in Å:
1 H -0.57 -0.98 2.33  N2 1.015
2 N -1.27 -0.39 1.89  H1 1.015, C3 1.268
3 C -0.81 0.49 1.11  N2 1.268, C4 1.503, N5 1.394
4 C -1.79 1.41 0.44  C3 1.503, H8 1.091, H9 1.089, H10 1.085
5 N 0.54 0.72 0.83  C3 1.394, C6 1.450, N7 1.414
6 C 1.57 -0.05 1.49  N5 1.450, H11 1.089, H12 1.095, H13 1.087
7 N 0.99 2.02 0.47  N5 1.414, H14 1.017, H15 1.020
8 H -1.75 2.41 0.89  C4 1.091
9 H -1.59 1.52 -0.63  C4 1.089
10 H -2.79 1.02 0.58  C4 1.085
11 H 1.49 -1.11 1.27  C6 1.089
12 H 1.52 0.04 2.58  C6 1.095
13 H 2.53 0.30 1.13  C6 1.087
14 H 0.59 2.29 -0.43  N7 1.017
15 H 0.72 2.71 1.17  N7 1.020
16 C 0.21 -0.60 -2.30  C17 1.511, H19 1.090, H20 1.089, H21 1.086
17 C -0.34 -1.69 -1.40  C16 1.511, O18 1.539, H22 1.087, H23 1.098
18 O 0.41 -2.35 -0.23  C17 1.539, H24 0.965
19 H -0.55 -0.39 -3.06  C16 1.090
20 H 1.13 -0.89 -2.80  C16 1.089
21 H 0.36 0.35 -1.81  C16 1.086
22 H -1.25 -1.43 -0.88  C17 1.087
23 H -0.51 -2.58 -2.03  C17 1.098
24 H 1.17 -2.81 -0.60  O18 0.965

---

2.
DFT (ωB97M-V with the def2-TZVPD basis set) results for 2 unconnected molecules or ions with the total composition C5H15NO.

Calculated values
**ΔE to the lowest compared entry with this formula, charge and spin**: 24.9 kcal/mol
**HOMO**: -7.960 eV
**Energy**: -329.46784 hartree
**E_LUMO**: 0.7 eV
**Multiplicity**: 1
**Charge**: 0

Bonds (Å) are listed after each position.
Atoms and positions in Å:
1 C 0.63 -2.90 -0.08  C2 1.521, H7 1.077, H8 1.084, H9 1.091
2 C 1.13 -1.64 -0.78  C1 1.521, C3 1.531, H10 1.094, H11 1.083
3 C 0.15 -0.47 -0.87  C2 1.531, C4 1.520, H12 1.090, H13 1.091
4 C -0.47 -0.12 0.47  C3 1.520, N5 1.439, H14 1.091, H15 1.096
5 N -1.22 1.11 0.51  C4 1.439, C6 1.447, H16 1.002
6 C -2.31 1.30 -0.43  N5 1.447, H17 1.088, H18 1.092, H19 1.098
7 H 0.10 -2.67 0.83  C1 1.077
8 H 0.02 -3.52 -0.72  C1 1.084
9 H 1.47 -3.50 0.26  C1 1.091
10 H 1.41 -1.92 -1.80  C2 1.094
11 H 2.06 -1.29 -0.35  C2 1.083
12 H -0.67 -0.78 -1.52  C3 1.090
13 H 0.68 0.37 -1.30  C3 1.091
14 H 0.30 -0.07 1.24  C4 1.091
15 H -1.17 -0.91 0.77  C4 1.096
16 H -0.88 1.99 0.85  N5 1.002
17 H -2.05 0.97 -1.44  C6 1.088
18 H -2.54 2.36 -0.46  C6 1.092
19 H -3.22 0.78 -0.11  C6 1.098
20 O 1.84 3.77 1.62  H21 0.960, H22 0.963
21 H 2.32 3.32 0.92  O20 0.960
22 H 2.43 3.81 2.39  O20 0.963

---

3.
DFT (ωB97M-V with the def2-TZVPD basis set) results for 2 unconnected molecules or ions with the total composition C5H15NO.

Calculated values
**ΔE to the lowest compared entry with this formula, charge and spin**: 18.3 kcal/mol
**HOMO**: -9.052 eV
**Energy**: -329.47838 hartree
**E_LUMO**: 0.9 eV
**Multiplicity**: 1
**Charge**: 0

Bonds (Å) are listed after each position.
Atoms and positions in Å:
1 C -0.58 1.44 1.74  C2 1.530, H7 1.091, H8 1.083, H9 1.091
2 C -1.06 1.22 0.30  C1 1.530, C3 1.532, H10 1.086, H11 1.094
3 C -1.21 -0.27 -0.05  C2 1.532, C4 1.542, H12 1.091, H13 1.085
4 C 0.13 -1.02 -0.08  C3 1.542, C5 1.549, N6 1.470, H14 1.091
5 C 0.11 -2.36 0.70  C4 1.549, H15 1.091, H16 1.087, H17 1.081
6 N 0.55 -1.18 -1.48  C4 1.470, H18 1.010, H19 1.011
7 H 0.50 1.27 1.77  C1 1.091
8 H -1.17 0.82 2.40  C1 1.083
9 H -0.68 2.49 2.03  C1 1.091
10 H -1.97 1.77 0.14  C2 1.086
11 H -0.32 1.68 -0.36  C2 1.094
12 H -1.88 -0.70 0.70  C3 1.091
13 H -1.64 -0.30 -1.04  C3 1.085
14 H 0.89 -0.38 0.37  C4 1.091
15 H 1.16 -2.58 0.90  C5 1.091
16 H -0.13 -3.16 0.00  C5 1.087
17 H -0.37 -2.28 1.66  C5 1.081
18 H 1.53 -1.41 -1.58  N6 1.010
19 H -0.01 -1.89 -1.94  N6 1.011
20 O 2.01 2.16 -2.43  H21 0.963, H22 0.965
21 H 1.32 2.50 -1.85  O20 0.963
22 H 2.81 2.18 -1.89  O20 0.965

---

4.
DFT (ωB97M-V with the def2-TZVPD basis set) results for 2 unconnected molecules or ions with the total composition C5H15NO.

Calculated values
**ΔE to the lowest compared entry with this formula, charge and spin**: 61.6 kcal/mol
**HOMO**: -8.143 eV
**Energy**: -329.40944 hartree
**E_LUMO**: 0.7 eV
**Multiplicity**: 1
**Charge**: 0

Bonds (Å) are listed after each position.
Atoms and positions in Å:
1 C -1.46 0.92 0.76  C2 1.603, H7 1.059, H8 1.119, H9 1.089
2 C -0.85 0.91 -0.72  C1 1.603, C3 1.538, N4 1.487, H10 1.146
3 C -0.12 2.20 -1.10  C2 1.538, H11 1.086, H12 1.040, H13 1.088
4 N 0.14 -0.19 -0.88  C2 1.487, C5 1.432, C6 1.470
5 C -0.44 -1.49 -0.78  N4 1.432, H14 1.097, H15 1.095, H16 1.094
6 C 1.37 -0.15 -0.09  N4 1.470, H17 1.124, H18 1.132, H19 1.154
7 H -2.22 1.66 0.77  C1 1.059
8 H -0.79 1.40 1.52  C1 1.119
9 H -1.53 -0.10 1.14  C1 1.089
10 H -1.77 0.58 -1.33  C2 1.146
11 H -0.51 2.75 -1.95  C3 1.086
12 H -0.04 2.80 -0.25  C3 1.040
13 H 0.86 2.00 -1.54  C3 1.088
14 H -1.53 -1.39 -0.93  C5 1.097
15 H -0.02 -2.28 -1.42  C5 1.095
16 H -0.41 -1.94 0.21  C5 1.094
17 H 2.07 -0.69 -0.78  C6 1.124
18 H 1.24 -0.21 1.04  C6 1.132
19 H 1.80 0.92 -0.21  C6 1.154
20 O 1.11 -2.90 2.05  H21 1.042, H22 1.049
21 H 1.87 -2.40 1.54  O20 1.042
22 H 1.21 -2.41 2.97  O20 1.049

---

5.
DFT (ωB97M-V with the def2-TZVPD basis set) results for 2 unconnected molecules or ions with the total composition C5H15NO.

Calculated values
**ΔE to the lowest compared entry with this formula, charge and spin**: 14.2 kcal/mol
**HOMO**: -9.282 eV
**Energy**: -329.48500 hartree
**E_LUMO**: 0.8 eV
**Multiplicity**: 1
**Charge**: 0

Bonds (Å) are listed after each position.
Atoms and positions in Å:
1 C 0.15 1.54 1.42  C2 1.519, H7 1.093, H8 1.104, H9 1.092
2 C -0.52 0.40 0.67  C1 1.519, C3 1.546, C4 1.527, H10 1.098
3 C -1.38 -0.47 1.62  C2 1.546, H11 1.098, H12 1.094, H13 1.081
4 C 0.46 -0.42 -0.16  C2 1.527, C5 1.512, N6 1.475, H14 1.101
5 C -0.18 -1.13 -1.33  C4 1.512, H15 1.086, H16 1.094, H17 1.094
6 N 1.31 -1.34 0.64  C4 1.475, H18 1.005, H19 1.017
7 H 0.05 2.53 0.98  C1 1.093
8 H 1.21 1.32 1.62  C1 1.104
9 H -0.32 1.68 2.40  C1 1.092
10 H -1.27 0.81 -0.03  C2 1.098
11 H -1.68 -1.40 1.12  C3 1.098
12 H -0.84 -0.71 2.54  C3 1.094
13 H -2.20 0.15 1.95  C3 1.081
14 H 1.20 0.28 -0.57  C4 1.101
15 H -0.72 -0.44 -1.97  C5 1.086
16 H 0.56 -1.75 -1.84  C5 1.094
17 H -0.92 -1.90 -1.10  C5 1.094
18 H 1.94 -0.80 1.21  N6 1.005
19 H 0.76 -2.00 1.17  N6 1.017
20 O 0.46 1.24 -3.70  H21 0.977, H22 0.971
21 H 0.77 0.49 -3.17  O20 0.977
22 H 1.14 1.90 -3.48  O20 0.971

---

6.
DFT (ωB97M-V with the def2-TZVPD basis set) results for 2 unconnected molecules or ions with the total composition C5H15NO.

Calculated values
**ΔE to the lowest compared entry with this formula, charge and spin**: 43.8 kcal/mol
**HOMO**: -7.399 eV
**Energy**: -329.43786 hartree
**E_LUMO**: 0.9 eV
**Multiplicity**: 1
**Charge**: 0

Bonds (Å) are listed after each position.
Atoms and positions in Å:
1 C 1.76 -1.57 1.35  C2 1.628, H7 1.094, H8 1.090, H9 1.090
2 C 1.85 0.06 1.25  C1 1.628, N3 1.406, H10 1.092, H11 1.091
3 N 1.16 0.63 0.17  C2 1.406, C4 1.476, C5 1.447
4 C 1.80 0.50 -1.15  N3 1.476, H12 1.096, H13 1.094, H14 1.092
5 C -0.14 1.25 0.13  N3 1.447, C6 1.523, H15 1.095, H16 1.087
6 C -1.26 0.25 0.40  C5 1.523, H17 1.095, H18 1.094, H19 1.098
7 H 2.46 -1.88 2.12  C1 1.094
8 H 0.75 -1.80 1.70  C1 1.090
9 H 1.85 -2.17 0.44  C1 1.090
10 H 2.94 0.08 1.15  C2 1.092
11 H 1.41 0.40 2.19  C2 1.091
12 H 2.23 1.48 -1.42  C4 1.096
13 H 1.05 0.06 -1.81  C4 1.094
14 H 2.65 -0.18 -1.10  C4 1.092
15 H -0.40 1.64 -0.86  C5 1.095
16 H -0.22 2.09 0.82  C5 1.087
17 H -2.23 0.76 0.45  C6 1.095
18 H -1.07 -0.41 1.25  C6 1.094
19 H -1.37 -0.49 -0.41  C6 1.098
20 O -4.84 0.09 -2.18  H21 0.960, H22 0.957
21 H -4.62 -0.80 -2.46  O20 0.960
22 H -5.78 0.02 -2.03  O20 0.957

---

no.,frontier orbital gap (eV)
1,9.43
2,8.71
3,9.91
4,8.85
5,10.11
6,8.28